One molecule with the formula C5H12O2, computed with the ωB97M-V functional and the def2-TZVPD basis.

Total energy: -348.1820 Eh
HOMO: -9.886 eV
Energy above the lowest of the compared OMol25 structures with the same formula, charge and spin: 59.9 kJ/mol
Frontier orbital gap: 10.67 eV

Structure (XYZ):
```
19
Properties=species:S:1:pos:R:3:forces:R:3
C -1.630 0.037 -2.138 0.0 0.0 -0.1
C -1.336 0.007 -0.643 0.0 0.0 0.1
C 0.163 -0.035 -0.351 -0.1 -0.3 0.0
O 0.862 1.013 -0.987 0.0 0.2 0.1
C 0.452 -0.033 1.169 -0.1 -0.3 -0.1
C 1.664 -0.881 1.520 0.1 0.0 0.0
O 0.622 1.336 1.526 0.0 0.1 0.3
H -1.202 0.936 -2.590 -0.1 -0.1 0.0
H -1.181 -0.830 -2.639 -0.1 0.1 0.1
H -2.706 0.020 -2.335 0.2 0.0 0.0
H -1.774 0.882 -0.144 0.1 -0.1 -0.1
H -1.794 -0.881 -0.185 0.1 0.1 -0.1
H 0.568 -0.963 -0.780 -0.1 0.1 0.1
H 0.855 1.749 -0.354 0.1 -0.1 -0.2
H -0.429 -0.429 1.695 0.1 0.0 -0.1
H 2.531 -0.573 0.927 -0.1 0.0 0.1
H 1.912 -0.810 2.586 0.0 0.0 -0.1
H 1.448 -1.933 1.303 0.1 0.2 0.0
H 0.975 1.388 2.421 -0.1 0.0 -0.1
```
Forces are in eV/Å.

A 13-piece molecular cluster, C4H31O14 overall in a non-equilibrium geometry, computed with the ωB97M-V functional and the def2-TZVPD basis.

Total energy: -1224.1428 Eh
HOMO (spin up / spin down): -10.067 / -10.054 eV
2S+1: 2
Energy above the lowest of the compared OMol25 structures with the same formula, charge and spin: 71.0 kJ/mol
Frontier orbital gap (spin up / spin down): 7.45 / 3.46 eV

Structure (XYZ):
```
49
Properties=species:S:1:pos:R:3:forces:R:3
O -2.073 -0.602 3.380 -0.3 0.0 -0.6
C -1.626 0.284 2.694 0.1 -1.0 1.8
C -0.775 -0.068 1.522 1.5 1.4 -0.5
C 0.064 1.198 1.070 0.9 -1.7 0.1
C 0.036 1.054 -0.452 -0.4 1.0 -2.7
O -1.281 1.066 -0.979 -1.7 0.4 0.7
H -1.670 1.237 3.227 -0.1 0.9 -0.5
H -1.423 -0.334 0.675 0.0 -0.4 0.5
H -0.086 -0.837 1.847 -0.1 -0.7 -0.1
H -0.373 2.052 1.525 -1.0 1.3 -0.5
H 1.099 1.323 1.504 -0.9 -1.3 -0.5
H 0.424 1.896 -1.040 0.7 0.4 1.1
H 0.551 0.265 -1.025 0.2 -0.4 1.5
H 2.621 -0.847 1.973 -0.5 -1.9 1.3
H 2.296 -2.316 1.855 0.0 -0.1 0.3
O 2.334 -1.647 2.556 0.3 2.0 -1.7
H 0.460 -1.998 -2.006 0.7 -1.6 -0.2
H 2.310 -2.024 -2.456 -0.2 -0.1 0.0
O 1.747 -1.345 -2.069 -0.1 -0.3 0.6
H -3.010 -2.100 1.340 -0.6 -0.5 -0.2
H -3.217 -2.159 -0.135 0.2 -0.5 -0.3
O -3.318 -2.728 0.656 -0.2 1.5 0.2
H -0.915 3.681 0.139 0.6 0.0 -0.5
H 0.373 4.651 0.282 0.2 -0.6 -0.4
O -0.540 4.477 0.515 -0.8 0.6 0.9
H -1.441 -1.990 -1.843 -1.0 0.1 -0.2
H -0.211 -3.559 -1.576 0.4 0.1 0.4
O -0.269 -2.789 -2.142 -0.9 1.4 -0.2
H 3.107 2.921 -0.041 -0.6 0.3 0.4
H 1.838 2.615 0.700 0.2 0.3 -0.2
O 2.581 3.220 0.740 0.5 0.1 -0.1
H 3.874 -0.394 -0.180 -0.1 -0.3 -0.6
H 2.395 -0.944 -0.677 0.3 -0.8 -1.5
O 2.935 -0.476 -0.015 0.0 0.4 2.8
H -1.701 0.215 -1.266 0.7 -0.1 0.1
H -2.992 -1.375 -2.252 0.4 -0.2 -0.2
O -2.292 -1.364 -1.591 0.5 -0.1 0.3
H -1.432 -3.277 2.529 0.2 -0.3 0.2
H -2.084 -3.644 1.205 0.7 -0.6 0.4
O -1.370 -3.939 1.832 -0.2 0.4 -0.3
H 2.052 -0.133 -2.887 -1.0 0.3 -1.3
H 0.840 0.473 -3.648 0.0 0.0 -0.1
O 1.780 0.644 -3.537 0.6 -0.4 0.4
H 2.502 0.938 -0.733 0.9 1.0 -0.8
H 2.362 1.368 -2.231 0.5 1.0 0.7
O 2.745 1.683 -1.354 -0.6 -0.7 -0.3
H -3.807 2.119 0.641 0.0 0.0 0.2
H -2.349 1.691 0.542 -0.2 0.0 -0.5
O -3.069 1.819 1.185 0.3 -0.2 0.1
```
Forces are in eV/Å.

A 15-piece molecular cluster, C33H105O42P9 overall in a non-equilibrium geometry, computed with the ωB97M-V functional and the def2-TZVPD basis.

Total energy: -7553.2350 Eh
HOMO: -9.158 eV
Energy above the lowest of the compared OMol25 structures with the same formula, charge and spin: 0.0 kJ/mol
Frontier orbital gap: 9.43 eV

Structure (XYZ):
```
189
Properties=species:S:1:pos:R:3:forces:R:3
C 1.757 1.058 -3.687 0.3 -0.3 0.2
O 1.563 -0.136 -4.432 -0.1 -0.2 -0.2
H 2.771 0.970 -3.296 0.0 0.3 -0.1
H 1.661 1.950 -4.306 0.1 0.0 0.1
H 1.103 1.113 -2.816 -0.3 0.1 0.0
H 0.749 -0.082 -4.939 -0.1 0.1 0.0
C -1.443 3.969 1.743 -0.8 0.1 0.7
O -1.045 4.765 0.655 0.7 -0.2 -0.9
H -2.374 3.457 1.498 -0.2 0.1 0.4
H -0.753 3.180 2.040 0.5 0.2 -0.5
H -1.547 4.639 2.597 -0.3 -0.3 0.3
H -1.845 5.136 0.275 0.1 0.1 0.0
C 2.598 0.712 3.649 -0.5 -1.2 -1.0
O 3.757 0.983 4.326 0.7 0.1 2.0
H 2.931 0.498 2.634 -0.8 0.1 -0.7
H 2.164 -0.218 4.016 0.0 -0.1 0.2
H 1.782 1.432 3.698 0.2 0.4 -0.1
H 4.069 1.845 4.042 0.3 0.4 -0.3
C -4.383 1.490 3.005 -0.3 -0.4 1.7
O -5.003 2.429 2.181 -0.4 0.7 -1.0
H -4.572 0.453 2.729 0.4 0.0 -0.5
H -3.327 1.725 3.140 0.0 -0.2 -0.3
H -4.832 1.562 3.996 0.3 0.0 0.3
H -5.850 2.650 2.575 0.1 0.1 -0.1
C 2.677 -3.437 2.450 -0.5 -0.5 1.4
O 4.045 -3.510 2.161 0.6 0.2 -0.7
H 2.357 -2.438 2.746 -0.2 0.3 -0.6
H 2.047 -3.909 1.696 0.4 0.4 -0.4
H 2.512 -4.034 3.347 -0.3 -0.3 0.3
H 4.499 -3.017 2.849 0.1 0.0 0.0
C 5.726 3.925 3.576 -0.4 -0.1 -1.0
O 4.742 3.091 2.995 -0.9 -0.1 1.0
H 6.493 3.318 4.058 0.3 0.2 -0.1
H 6.085 4.533 2.745 0.7 0.2 0.3
H 5.263 4.586 4.309 -0.1 -0.1 0.0
H 4.919 2.871 2.077 0.4 0.1 -0.5
C -6.515 -2.118 -2.394 -0.7 -1.0 0.1
O -5.123 -2.135 -2.114 1.9 1.9 -0.9
P -4.093 -1.080 -2.862 -1.2 -1.8 0.9
O -4.206 0.342 -2.396 0.7 -2.2 -1.1
O -2.735 -1.954 -2.634 -2.3 0.7 0.5
C -1.522 -1.542 -3.179 1.8 0.8 -0.5
O -4.466 -1.433 -4.402 0.6 1.2 -0.3
C -3.934 -0.582 -5.456 0.3 0.5 0.2
H -7.018 -1.154 -2.468 0.5 0.2 0.2
H -6.945 -2.694 -1.575 -0.1 0.3 -0.1
H -6.737 -2.686 -3.297 0.3 0.1 -0.3
H -1.545 -0.502 -3.506 0.0 0.3 0.3
H -1.166 -2.104 -4.042 -0.6 -0.6 0.0
H -0.743 -1.662 -2.427 -0.1 0.2 0.1
H -4.675 -0.353 -6.222 -0.4 -0.2 0.4
H -3.079 -0.987 -5.997 0.0 -0.8 0.4
H -3.559 0.349 -5.030 -0.3 0.2 0.1
C 5.625 7.648 2.068 1.3 0.2 0.5
O 4.322 8.181 1.939 -1.3 -1.0 -0.6
P 3.316 7.666 0.772 0.2 -0.3 0.8
O 1.953 8.214 0.881 1.1 0.2 -0.3
O 4.173 7.980 -0.570 -1.0 0.4 0.2
C 4.156 9.386 -0.976 -0.1 -0.5 0.3
O 3.379 6.080 0.890 0.1 1.2 -0.2
C 2.448 5.310 0.122 0.5 -1.9 -0.6
H 6.316 8.401 1.689 0.2 -0.2 -0.2
H 5.858 6.666 1.654 -0.7 0.1 -0.8
H 5.894 7.483 3.112 -0.5 0.4 0.3
H 5.137 9.784 -0.716 -0.2 0.2 -0.3
H 3.357 9.932 -0.475 0.1 0.0 0.3
H 3.917 9.461 -2.037 0.4 -0.2 0.0
H 2.036 5.745 -0.788 -0.1 0.7 0.5
H 1.699 4.819 0.744 -0.2 0.8 0.2
H 3.033 4.474 -0.261 0.2 0.0 -0.1
C -0.659 -5.874 -1.596 -1.5 0.0 1.2
O 0.306 -6.114 -2.562 1.3 0.0 -0.6
P 0.602 -5.073 -3.690 1.4 0.7 -1.5
O -0.567 -4.597 -4.442 0.2 0.2 0.4
O 1.537 -3.956 -2.975 -2.3 -1.6 0.1
C 2.318 -3.046 -3.702 2.2 -0.2 -0.1
O 1.649 -5.859 -4.640 -0.4 1.2 3.2
C 1.404 -6.293 -5.913 0.2 -0.1 -2.2
H -1.422 -5.160 -1.906 0.0 0.0 -0.4
H -0.251 -5.479 -0.666 0.4 -0.2 0.0
H -1.146 -6.834 -1.423 -0.1 0.1 0.3
H 2.010 -2.767 -4.710 -0.6 0.0 0.3
H 3.273 -3.564 -3.789 0.3 0.1 -0.5
H 2.571 -2.184 -3.085 -0.7 0.1 -0.1
H 0.447 -5.997 -6.344 -0.3 -0.2 0.5
H 1.575 -7.367 -5.969 -0.2 0.0 -0.1
H 2.135 -5.776 -6.536 0.2 -0.3 -0.3
C 1.460 -8.795 0.143 -0.9 0.0 -0.1
O 1.522 -7.762 1.127 -1.0 0.6 1.5
P 0.532 -7.707 2.425 0.7 1.7 -0.2
O -0.774 -8.372 2.389 0.7 0.2 -0.3
O 1.451 -8.207 3.623 0.5 0.2 -0.4
C 2.745 -7.578 3.716 0.7 0.7 0.5
O 0.510 -6.060 2.696 -0.3 -2.4 -0.3
C -0.391 -5.569 3.713 -0.3 1.0 -0.4
H 0.630 -9.462 0.376 0.2 -0.3 0.1
H 2.415 -9.318 0.084 -0.1 0.1 0.1
H 1.196 -8.332 -0.808 0.3 0.0 -0.1
H 3.004 -6.850 2.947 -0.5 -0.4 -0.6
H 3.543 -8.319 3.753 -0.3 -0.2 0.0
H 2.812 -6.932 4.592 -0.3 -0.5 0.5
H 0.177 -5.001 4.450 0.1 -0.1 -0.1
H -1.081 -6.236 4.229 0.5 -0.8 -0.3
H -1.053 -4.882 3.185 0.0 0.2 0.1
C 5.266 2.894 -2.778 -0.5 0.6 -0.4
O 6.470 2.465 -2.127 -0.2 -1.0 2.5
P 6.288 1.867 -0.584 0.3 -0.5 -1.7
O 5.422 2.672 0.321 0.8 -0.6 -0.7
O 5.754 0.349 -0.871 1.6 3.3 -0.8
C 5.190 -0.316 0.211 -0.4 -1.3 1.0
O 7.813 1.617 -0.084 -1.1 0.9 0.0
C 8.520 2.631 0.672 0.2 0.6 0.4
H 5.497 3.738 -3.428 0.3 0.0 0.2
H 4.509 3.243 -2.076 0.0 -0.2 0.1
H 4.843 2.139 -3.441 0.2 -0.4 0.3
H 5.441 0.096 1.188 0.0 0.3 0.0
H 5.636 -1.310 0.177 -0.5 -0.2 0.1
H 4.107 -0.316 0.083 0.0 -0.3 0.2
H 9.256 3.168 0.074 -0.1 -0.3 -0.4
H 9.059 2.217 1.524 -0.1 -0.7 -0.3
H 7.897 3.399 1.131 -0.6 -0.2 -0.3
C -2.245 0.820 0.196 -0.6 0.6 0.6
O -1.128 0.147 -0.354 0.9 -0.4 0.1
P 0.142 -0.318 0.510 -0.7 -0.3 0.4
O -0.049 -0.155 1.978 0.3 -0.2 -1.4
O 1.395 0.498 -0.110 -1.4 -2.4 -0.4
C 1.606 1.853 0.234 0.4 0.8 0.6
O 0.268 -1.871 -0.011 1.2 2.7 0.6
C -0.774 -2.761 0.353 -0.4 -0.5 -0.2
H -3.154 0.237 0.048 0.2 0.0 -0.2
H -2.352 1.786 -0.296 0.0 -0.1 -0.2
H -2.131 1.004 1.264 0.2 -0.2 0.0
H 0.776 2.314 0.770 -0.1 -0.3 0.1
H 1.778 2.475 -0.644 0.1 -0.4 -0.3
H 2.491 1.843 0.870 0.0 0.5 0.0
H -0.305 -3.638 0.800 0.0 -0.1 -0.1
H -1.294 -3.006 -0.573 -0.1 -0.3 0.1
H -1.517 -2.396 1.062 0.2 0.5 0.1
C -0.400 -2.033 4.598 0.6 2.2 0.0
O -1.605 -2.314 5.315 -1.3 -0.3 0.4
P -2.992 -1.428 5.247 0.7 -1.0 -0.9
O -2.846 -0.008 5.574 -0.1 -0.5 -0.2
O -4.066 -2.259 6.139 1.1 0.8 -1.8
C -3.862 -2.488 7.510 0.5 -0.2 1.0
O -3.501 -1.726 3.736 0.7 0.5 1.5
C -3.590 -3.079 3.321 -0.9 -0.7 -1.1
H 0.466 -2.014 5.258 -0.2 -0.7 0.4
H -0.396 -1.000 4.251 -0.4 0.1 -0.2
H -0.150 -2.610 3.707 -0.7 -0.6 0.2
H -3.777 -3.566 7.647 -0.1 0.1 0.2
H -4.670 -2.083 8.120 -0.3 -0.1 -0.3
H -2.958 -2.007 7.884 0.2 -0.1 -0.1
H -3.199 -3.232 2.315 0.5 0.6 -0.1
H -4.652 -3.269 3.163 -0.1 -0.4 0.5
H -3.092 -3.825 3.941 -0.2 0.3 0.4
C -0.853 4.751 -3.213 -1.1 0.4 0.9
O 0.048 4.694 -4.291 2.4 0.3 -0.5
P 1.633 4.896 -4.009 0.8 0.5 1.4
O 2.194 4.242 -2.767 -1.1 0.8 -2.7
O 2.290 4.462 -5.403 0.2 -0.6 2.9
C 1.853 4.950 -6.615 -0.4 0.4 -1.9
O 1.896 6.505 -4.000 -1.0 -1.1 0.1
C 3.234 7.053 -4.024 -0.5 -0.2 0.1
H -0.350 4.955 -2.268 0.0 -0.2 0.1
H -1.452 3.842 -3.156 0.4 -0.2 0.0
H -1.575 5.549 -3.389 0.2 0.2 -0.1
H 1.418 5.949 -6.629 -0.1 0.1 0.6
H 1.106 4.258 -7.004 0.1 0.1 -0.4
H 2.739 5.023 -7.246 -0.2 -0.3 -0.3
H 3.288 7.659 -4.928 0.3 -0.3 -0.1
H 3.958 6.239 -3.971 0.2 0.2 -0.2
H 3.374 7.722 -3.175 -0.2 -0.3 0.1
C -10.955 -1.809 1.887 -0.3 -0.5 0.1
O -9.915 -1.050 1.276 1.0 0.2 -0.8
P -8.589 -1.749 0.622 -0.3 0.0 -0.1
O -7.715 -2.435 1.588 -0.8 0.1 -0.6
O -9.143 -2.732 -0.561 0.7 1.0 1.2
C -9.893 -2.261 -1.669 -1.4 -0.5 -0.4
O -7.865 -0.572 -0.186 -1.0 -0.1 0.4
C -6.718 0.105 0.390 0.3 -0.6 0.5
H -10.704 -2.868 1.815 -0.3 0.0 0.2
H -11.928 -1.599 1.443 0.2 -0.1 -0.7
H -11.161 -1.536 2.922 0.9 0.1 0.2
H -9.999 -1.181 -1.764 0.5 0.0 0.0
H -10.904 -2.661 -1.596 -0.3 0.1 0.5
H -9.590 -2.755 -2.593 0.9 0.4 0.1
H -6.620 -0.243 1.418 0.2 0.2 0.0
H -6.795 1.192 0.367 -0.4 -0.2 -0.2
H -5.830 -0.209 -0.158 -0.1 0.1 -0.1
```
Forces are in eV/Å.

A 2-piece molecular cluster, C6H9N overall in a non-equilibrium geometry, computed with the ωB97M-V functional and the def2-TZVPD basis.

Total energy: -288.5556 Eh
HOMO (spin up / spin down): -7.145 / -7.146 eV
Energy above the lowest of the compared OMol25 structures with the same formula, charge and spin: 594.4 kJ/mol
Frontier orbital gap (spin up / spin down): 7.64 / 7.64 eV

Structure (XYZ):
```
16
Properties=species:S:1:pos:R:3:forces:R:3
C -0.847 0.878 -1.079 0.0 1.1 -0.6
C -0.664 2.162 -1.448 -1.0 -0.5 0.4
C 1.013 -0.190 1.042 -3.6 -0.6 -2.2
C -1.008 -0.567 -1.427 0.4 -1.9 -1.8
C -1.024 -0.032 -0.037 3.8 0.2 1.0
C 1.010 -1.645 1.374 -0.1 0.1 -2.2
N 1.426 0.926 1.246 1.7 0.9 0.7
H -0.732 2.917 -0.640 0.2 -0.4 -0.7
H -0.740 2.494 -2.498 0.5 -0.3 0.7
H -1.986 -0.917 -1.940 1.7 0.6 0.9
H -0.052 -1.198 -1.792 -2.2 1.4 0.8
H -1.559 -0.054 0.869 -1.1 -0.2 0.5
H 1.910 -2.238 1.081 -0.8 0.5 0.0
H 0.013 -2.029 1.059 1.3 -0.2 -0.2
H 0.937 -1.598 2.389 0.1 -0.4 3.2
H 2.303 1.090 1.800 -0.8 -0.3 -0.5
```
Forces are in eV/Å.